Model a:
ORCA calculation (the ωB97M-V functional and the def2-TZVPD basis) on a cluster of 2 separate species, C4H9PS in total.

The LUMO energy (spin up / spin down) is -1.43 / -0.29 eV.

Bonds (Å) are listed after each position.
Atoms and positions in Å:
1 C 1.04749 3.81880 -1.75818  C2 1.271, H7 1.099, H8 1.117
2 C 0.00116 3.28410 -1.27358  C1 1.271, H9 1.061
3 C -0.48460 -2.29128 1.56758  C4 1.481, H10 1.096, H11 0.997, H12 1.034
4 C -0.01842 -1.71976 0.28346  C3 1.481, P5 1.910, H13 1.125, H14 1.127
5 P -0.99492 -0.19725 -0.32862  C4 1.910, S6 2.003, H15 1.388
6 S 0.06601 0.60662 -1.82527  P5 2.003
7 H 1.23318 4.89211 -1.90199  C1 1.099
8 H 1.84401 3.07370 -2.00043  C1 1.117
9 H -0.95866 3.20278 -0.82976  C2 1.061
10 H -0.40896 -1.72997 2.50630  C3 1.096
11 H -1.47516 -2.33490 1.46402  C3 0.997
12 H -0.09900 -3.24262 1.68772  C3 1.034
13 H -0.08622 -2.44885 -0.57107  C4 1.125
14 H 1.03363 -1.40381 0.53611  C4 1.127
15 H -1.87262 -1.17638 -0.77233  P5 1.388

Atom charges from the natural (NBO) analysis, given in e for atoms 1 to 2: atom 1 (C): -0.515, atom 2 (C): 0.013

Model b:
ORCA calculation (the ωB97M-V functional and the def2-TZVPD basis) on the molecule C4H9PS.

The LUMO energy (spin up / spin down) is -1.36 / 0.11 eV.

Bonds (Å) are listed after each position.
Atoms and positions in Å:
1 C -1.33441 0.53363 0.13548  C2 1.506, C3 1.438, H7 1.145, H8 1.017
2 C -0.65834 -0.77698 0.43868  C1 1.506, C4 1.571, H9 1.131, H10 1.160
3 C -0.65385 1.78621 0.32627  C1 1.438, H11 1.023, H12 1.027
4 C 0.63016 -1.22230 -0.34245  C2 1.571, P5 1.880, H13 1.072, H14 1.104
5 P 1.79654 0.22972 -0.59735  C4 1.880, S6 1.968, H15 1.507
6 S 3.50660 0.32968 0.37107  P5 1.968
7 H -1.76772 0.41177 -0.91744  C1 1.145
8 H -2.15536 0.44111 0.72875  C1 1.017
9 H -0.26676 -0.81916 1.49853  C2 1.131
10 H -1.40935 -1.64868 0.58788  C2 1.160
11 H -1.13418 2.58450 -0.09628  C3 1.023
12 H -0.05916 1.81184 1.16265  C3 1.027
13 H 1.09752 -2.05379 0.14766  C4 1.072
14 H 0.43564 -1.56351 -1.37455  C4 1.104
15 H 1.97267 -0.04405 -2.06889  P5 1.507

Atom charges from the natural (NBO) analysis, given in e for atoms 1 to 2: atom 1 (C): -0.499, atom 2 (C): -0.394

Which is the most stable structure? model b is the most stable.

Model a:
ORCA calculation (the ωB97M-V functional and the def2-TZVPD basis) on the molecule C9H9NO.

The LUMO energy is 0.14 eV.

Bonds (Å) are listed after each position.
Atoms and positions in Å:
1 C 2.34287 1.25834 0.08798  C2 1.309, C3 1.423, H12 1.053
2 C 3.23244 0.30278 0.18413  C1 1.309, O11 1.340, H13 1.105
3 C 1.08832 0.65250 -0.20390  C1 1.423, C4 1.464, C5 1.426
4 C 1.44255 -0.74957 -0.43390  C3 1.464, C8 1.332, O11 1.369
5 C -0.04804 1.49035 0.00007  C3 1.426, C6 1.484, H14 1.143
6 C -1.51121 1.27028 -0.10792  C5 1.484, C7 1.534, N10 1.449, H15 1.184
7 C -2.32871 0.54223 -1.18321  C6 1.534, N10 1.280
8 C 0.74902 -1.74514 -0.98286  C4 1.332, H16 1.037, H17 1.033
9 C -2.78526 -1.00976 0.75369  N10 1.420, H18 1.124, H19 1.141, H20 1.122
10 N -2.14648 -0.03086 -0.05317  C6 1.449, C7 1.280, C9 1.420
11 O 2.72672 -0.92561 0.00537  C2 1.340, C4 1.369
12 H 2.48872 2.27490 0.32172  C1 1.053
13 H 4.32989 0.18708 0.23991  C2 1.105
14 H 0.29918 2.50790 0.38814  C5 1.143
15 H -2.11201 2.12494 0.44971  C6 1.184
16 H -0.19312 -1.48487 -1.32942  C8 1.037
17 H 1.21994 -2.65482 -1.11620  C8 1.033
18 H -1.98723 -1.56427 1.31873  C9 1.124
19 H -3.52329 -0.66678 1.55337  C9 1.141
20 H -3.28432 -1.77960 0.10776  C9 1.122

Atom charges from the natural (NBO) analysis, given in e for atoms 1 to 2: atom 1 (C): -0.314, atom 2 (C): 0.142

Model b:
ORCA calculation (the ωB97M-V functional and the def2-TZVPD basis) on the molecule C9H9NO.

The LUMO energy is 0.12 eV.

Bonds (Å) are listed after each position.
Atoms and positions in Å:
1 C -2.65423 0.73077 -0.04574  C2 1.359, C3 1.424, H12 1.129
2 C -2.33554 -0.51425 -0.48634  C1 1.359, C4 1.405, H13 1.087
3 C -1.73648 1.71252 0.42413  C1 1.424, C5 1.357, H14 1.096
4 C -0.97679 -0.87188 -0.51326  C2 1.405, C6 1.415, H15 1.042
5 C -0.45915 1.26353 0.51045  C3 1.357, C6 1.339, H16 1.073
6 C -0.07616 0.07279 0.03246  C4 1.415, C5 1.339, C8 1.423
7 C 2.24346 0.61129 -1.30135  N10 1.217, H17 1.064
8 C 1.26584 -0.36131 0.21898  C6 1.423, C9 1.518, O11 1.550
9 C 1.58111 -1.73782 0.77620  C8 1.518, H18 1.137, H19 1.032, H20 1.077
10 N 2.78038 1.17170 -0.36365  C7 1.217, O11 1.410
11 O 2.30356 0.60909 0.83761  C8 1.550, N10 1.410
12 H -3.74125 0.95618 -0.25096  C1 1.129
13 H -3.13917 -1.17970 -0.79197  C2 1.087
14 H -2.07246 2.67871 0.81682  C3 1.096
15 H -0.56353 -1.65888 -1.05616  C4 1.042
16 H 0.37418 1.86179 0.82585  C5 1.073
17 H 2.12031 0.91422 -2.31337  C7 1.064
18 H 0.71482 -2.44727 0.57897  C9 1.137
19 H 1.89672 -1.65300 1.75516  C9 1.032
20 H 2.47441 -2.15849 0.34618  C9 1.077

Atom charges from the natural (NBO) analysis, given in e for atoms 1 to 2: atom 1 (C): -0.212, atom 2 (C): -0.213

Which is the most stable structure? model b is the most stable.

Model a:
ORCA calculation (the ωB97M-V functional and the def2-TZVPD basis) on a cluster of 2 separate species, C3H6FI in total.

The LUMO energy (spin up / spin down) is -0.47 / 0.20 eV.

Bonds (Å) are listed after each position.
Atoms and positions in Å:
1 C 0.02380 -1.29584 1.27911  C3 1.563, H6 1.158, H7 1.047, H8 1.123
2 C -0.87314 1.74835 -1.29069  H9 1.063, H10 1.051, H11 1.011
3 C 0.49266 -0.45152 0.05014  C1 1.563, F4 1.398, I5 2.146
4 F 0.54188 -1.16840 -1.14948  C3 1.398
5 I 2.34403 0.59332 0.34291  C3 2.146
6 H 0.78189 -2.17112 1.29611  C1 1.158
7 H 0.07816 -0.79239 2.19521  C1 1.047
8 H -1.06447 -1.48956 1.08093  C1 1.123
9 H -0.60926 1.96369 -0.28334  C2 1.063
10 H -1.60374 1.06573 -1.61329  C2 1.051
11 H -0.11181 1.99775 -1.90759  C2 1.011

Atom charges from the natural (NBO) analysis, given in e for atoms 1 to 2: atom 1 (C): -0.731, atom 2 (C): -0.468

Model b:
ORCA calculation (the ωB97M-V functional and the def2-TZVPD basis) on the molecule C3H6FI.

As for the SMILES: CC(C)(F)I. The LUMO energy is 0.24 eV.

Bonds (Å) are listed after each position.
Atoms and positions in Å:
1 C 0.26102 0.10850 -1.27239  C3 1.530, H6 1.092, H7 1.041, H8 1.140
2 C 0.35342 0.21173 1.25680  C3 1.556, H9 1.148, H10 1.086, H11 1.103
3 C -0.47746 -0.24127 0.02105  C1 1.530, C2 1.556, F4 1.471, I5 2.232
4 F -0.55804 -1.70263 0.17198  C3 1.471
5 I -2.61603 0.39517 -0.04592  C3 2.232
6 H 0.01301 -0.62328 -2.04347  C1 1.092
7 H 0.12502 1.09164 -1.58640  C1 1.041
8 H 1.36385 -0.14271 -1.13351  C1 1.140
9 H -0.03295 -0.51946 2.05328  C2 1.148
10 H 0.15580 1.21178 1.63140  C2 1.086
11 H 1.41235 0.21052 0.94716  C2 1.103

Atom charges from the natural (NBO) analysis, given in e for atoms 1 to 2: atom 1 (C): -0.687, atom 2 (C): -0.686

Which is the most stable structure? model b is the most stable.